{"formula": "C39H101N3O13", "method": "ωB97M-V with the def2-TZVPD basis set", "symbols": ["C", "C", "C", "C", "C", "C", "N", "O", "C", "C", "C", "H", "H", "H", "H", "H", "H", "H", "H", "H", "H", "H", "H", "H", "H", "H", "H", "H", "H", "H", "C", "C", "C", "C", "C", "C", "N", "O", "C", "C", "C", "H", "H", "H", "H", "H", "H", "H", "H", "H", "H", "H", "H", "H", "H", "H", "H", "H", "H", "H", "C", "C", "C", "C", "C", "C", "N", "O", "C", "C", "C", "H", "H", "H", "H", "H", "H", "H", "H", "H", "H", "H", "H", "H", "H", "H", "H", "H", "H", "H", "C", "C", "O", "H", "H", "H", "H", "H", "H", "C", "C", "O", "H", "H", "H", "H", "H", "H", "C", "O", "H", "H", "H", "H", "C", "O", "H", "H", "H", "H", "C", "O", "H", "H", "H", "H", "C", "O", "H", "H", "H", "H", "C", "O", "H", "H", "H", "H", "C", "O", "H", "H", "H", "H", "C", "O", "H", "H", "H", "H", "C", "O", "H", "H", "H", "H"], "xyz": [[-2.74, 1.69, 7.17], [-2.51, 2.12, 8.61], [-1.32, 3.17, 8.42], [-0.97, 3.75, 9.84], [-2.24, 4.54, 10.37], [-3.53, 3.63, 10.42], [-3.66, 2.82, 9.19], [-4.70, 2.05, 9.28], [-3.51, 2.87, 11.74], [-4.77, 4.62, 10.50], [-1.94, 0.91, 9.32], [-3.65, 1.09, 7.15], [-1.98, 1.08, 6.69], [-2.97, 2.57, 6.56], [-0.48, 2.55, 8.12], [-1.60, 3.98, 7.74], [-0.18, 4.50, 9.83], [-0.78, 2.90, 10.49], [-2.40, 5.50, 9.88], [-2.00, 4.83, 11.39], [-2.61, 2.31, 12.01], [-3.52, 3.68, 12.47], [-4.39, 2.24, 11.82], [-4.70, 5.32, 11.33], [-4.89, 5.21, 9.59], [-5.61, 4.02, 10.85], [-1.05, 0.48, 8.86], [-2.69, 0.13, 9.43], [-1.69, 1.18, 10.34], [-5.26, 2.23, 8.52], [4.08, -5.72, 6.58], [4.45, -6.02, 5.12], [3.96, -4.88, 4.20], [4.80, -3.58, 4.33], [6.28, -3.98, 3.92], [6.87, -5.18, 4.77], [5.89, -6.24, 4.78], [6.47, -7.40, 5.44], [8.22, -5.57, 4.14], [7.20, -4.68, 6.24], [3.67, -7.27, 4.65], [4.26, -6.53, 7.29], [3.03, -5.41, 6.60], [4.75, -4.91, 6.89], [3.97, -5.33, 3.21], [2.94, -4.56, 4.37], [4.69, -3.19, 5.34], [4.44, -2.84, 3.61], [6.87, -3.07, 4.00], [6.30, -4.10, 2.83], [8.50, -6.61, 4.30], [8.12, -5.44, 3.06], [8.96, -4.86, 4.51], [8.28, -4.59, 6.39], [6.65, -3.84, 6.67], [6.92, -5.49, 6.91], [3.76, -8.08, 5.37], [4.01, -7.61, 3.67], [2.59, -7.13, 4.55], [6.74, -8.02, 4.75], [-2.31, 3.76, -3.12], [-1.18, 2.79, -2.63], [-1.81, 1.70, -1.68], [-0.92, 0.52, -1.42], [-0.38, -0.04, -2.74], [0.35, 0.88, -3.64], [-0.61, 2.05, -3.84], [-0.18, 3.00, -4.79], [1.71, 1.29, -3.06], [0.59, 0.10, -5.06], [-0.18, 3.62, -1.78], [-2.96, 3.20, -3.80], [-1.88, 4.45, -3.84], [-2.81, 4.25, -2.29], [-2.10, 2.11, -0.71], [-2.73, 1.26, -2.06], [-1.48, -0.23, -0.87], [-0.05, 0.62, -0.77], [-1.21, -0.50, -3.29], [0.15, -0.95, -2.46], [1.81, 0.95, -2.03], [2.61, 0.86, -3.48], [1.82, 2.38, -3.12], [1.09, -0.86, -4.96], [-0.35, -0.07, -5.59], [1.28, 0.64, -5.70], [-0.71, 4.32, -1.13], [0.45, 4.29, -2.37], [0.56, 3.05, -1.22], [-0.80, 2.85, -5.50], [9.78, 0.71, -6.75], [9.09, -0.43, -7.46], [9.03, -0.27, -8.83], [9.00, 1.29, -6.25], [10.26, 1.36, -7.48], [10.59, 0.36, -6.11], [8.05, -0.61, -7.15], [9.63, -1.36, -7.31], [9.56, -0.91, -9.32], [-4.59, 0.73, -8.99], [-4.44, 1.88, -9.91], [-3.09, 2.08, -10.16], [-4.29, 1.00, -7.97], [-4.01, -0.15, -9.29], [-5.64, 0.44, -8.96], [-4.83, 2.74, -9.37], [-4.89, 1.84, -10.89], [-2.84, 2.06, -11.08], [-5.96, 12.15, -2.87], [-6.38, 13.39, -2.42], [-6.30, 11.90, -3.88], [-4.89, 11.98, -2.97], [-6.36, 11.30, -2.32], [-7.34, 13.34, -2.46], [4.52, -7.94, -8.81], [4.22, -9.13, -8.02], [3.75, -7.19, -9.00], [5.40, -7.49, -8.36], [4.84, -8.21, -9.82], [4.24, -8.87, -7.09], [5.49, -7.92, -1.88], [4.51, -7.79, -2.96], [4.97, -8.16, -0.95], [6.28, -8.66, -1.95], [5.92, -6.92, -1.79], [3.88, -7.13, -2.67], [-1.79, -8.25, -0.51], [-0.95, -7.44, -1.29], [-1.39, -9.26, -0.36], [-2.00, -7.83, 0.47], [-2.73, -8.28, -1.06], [-0.97, -7.68, -2.22], [4.56, 3.43, -9.87], [5.80, 3.43, -10.52], [3.85, 2.75, -10.35], [4.64, 3.27, -8.80], [4.20, 4.45, -9.90], [6.24, 2.58, -10.41], [-8.20, 6.75, -6.84], [-8.99, 5.96, -7.68], [-8.32, 6.21, -5.90], [-7.16, 6.74, -7.15], [-8.55, 7.75, -6.58], [-9.20, 6.44, -8.49], [-9.21, 4.68, -0.43], [-10.04, 5.24, -1.41], [-9.78, 4.11, 0.29], [-8.59, 3.86, -0.80], [-8.47, 5.31, 0.07], [-10.52, 4.54, -1.85], [-8.54, -1.31, -0.71], [-8.04, -0.92, 0.56], [-7.80, -1.94, -1.20], [-9.49, -1.83, -0.66], [-8.74, -0.52, -1.43], [-8.10, -1.72, 1.09]], "lowdin_charge": [-0.058, -0.507, -0.115, -0.150, -0.118, -0.471, -0.158, -0.001, -0.045, -0.032, -0.041, 0.076, 0.091, 0.084, 0.107, 0.114, 0.100, 0.086, 0.107, 0.102, 0.076, 0.081, 0.085, 0.075, 0.083, 0.072, 0.091, 0.088, 0.057, 0.122, -0.022, -0.501, -0.154, -0.150, -0.119, -0.478, -0.082, -0.026, -0.030, -0.029, -0.049, 0.085, 0.089, 0.053, 0.114, 0.115, 0.098, 0.103, 0.109, 0.105, 0.076, 0.074, 0.079, 0.068, 0.071, 0.069, 0.076, 0.082, 0.083, 0.092, -0.036, -0.442, -0.143, -0.198, -0.187, -0.451, -0.097, -0.031, -0.031, -0.016, -0.046, 0.078, 0.069, 0.084, 0.116, 0.117, 0.111, 0.101, 0.118, 0.123, 0.073, 0.078, 0.075, 0.072, 0.071, 0.066, 0.079, 0.077, 0.069, 0.102, -0.078, -0.352, -0.084, 0.071, 0.074, 0.070, 0.108, 0.107, 0.084, -0.096, -0.365, -0.077, 0.077, 0.077, 0.075, 0.108, 0.116, 0.085, -0.212, -0.092, 0.070, 0.080, 0.074, 0.080, -0.147, -0.127, 0.069, 0.071, 0.070, 0.064, -0.139, -0.140, 0.069, 0.076, 0.071, 0.064, -0.177, -0.125, 0.074, 0.078, 0.075, 0.075, -0.188, -0.115, 0.077, 0.073, 0.078, 0.075, -0.182, -0.119, 0.077, 0.076, 0.075, 0.072, -0.196, -0.105, 0.072, 0.067, 0.082, 0.079, -0.181, -0.113, 0.073, 0.074, 0.074, 0.073], "orbital_gap_ev": 8.53, "e_tot_ha": -2688.4477, "de_lowest_kcal_mol": 157.3}